No. 1
Molecular formula: C3H5PS
Method: DFT, ωB97M-V/def2-TZVPD

Summary:
* ΔE to the lowest compared entry with this formula, charge and spin: 2.167 eV
* molar mass: 104.11 g mol⁻¹
* E_HOMO (spin up / spin down): -8.58 / -8.54 eV

```
10
Properties=species:S:1:pos:R:3:lowdin_charge:R:1
C 2.1648 -1.0295 0.0877 -0.214
P 0.9848 0.2959 0.7009 0.864
C -0.5697 -0.1063 0.0265 -1.144
C -1.4779 1.0324 0.0341 -0.256
S -0.9547 -1.6005 -0.6303 0.615
H 3.2588 -0.8334 0.0938 -0.005
H 1.9557 -1.8040 -0.5472 -0.075
H -1.6935 1.5503 -0.8913 0.086
H -2.4639 0.7143 0.3148 0.065
H -1.2045 1.7808 0.8111 0.064
```

=====

No. 2
Molecular formula: C20H16F2N3
Method: DFT, ωB97M-V/def2-TZVPD

Summary:
* molar mass: 336.37 g mol⁻¹
* charge: +1
* E_HOMO: -11.37 eV

```
41
Properties=species:S:1:pos:R:3:lowdin_charge:R:1
F 1.3708 -4.2209 -0.2428 0.091
C 0.6123 -3.6543 0.7279 -0.220
C 0.8336 -3.9585 2.0585 0.058
C 0.0568 -3.3786 3.0414 -0.027
C -0.9420 -2.4979 2.7069 0.013
C -1.2048 -2.1586 1.3607 -0.176
C -2.2541 -1.2375 1.0993 0.143
C -2.7371 -0.6565 -0.1032 -0.176
C -3.7789 0.2934 -0.0104 0.003
C -4.2932 0.9027 -1.1286 -0.031
C -3.7977 0.5962 -2.3803 0.056
C -2.7787 -0.3284 -2.5171 -0.220
F -2.2893 -0.6365 -3.7436 0.092
C -2.2634 -0.9397 -1.3997 0.088
C -0.3860 -2.7717 0.3913 0.085
H 1.6138 -4.6558 2.3025 0.136
H 0.2406 -3.6204 4.0750 0.124
H -1.5337 -2.0467 3.4843 0.126
H -2.7812 -0.9137 1.9825 0.132
H -4.1659 0.5520 0.9597 0.125
H -5.0833 1.6286 -1.0337 0.124
H -4.1915 1.0606 -3.2656 0.136
H -1.4906 -1.6504 -1.5803 0.103
H -0.5037 -2.5887 -0.6517 0.103
C -4.1227 -7.3123 0.0374 0.008
N -4.4526 -5.8958 0.1680 -0.112
N -3.5645 -4.9509 0.5193 0.039
N -4.1208 -3.8090 0.5350 0.053
C -5.4352 -3.9476 0.1848 -0.236
C -5.6883 -5.3016 -0.0606 -0.151
C -6.9620 -5.7366 -0.4352 -0.010
C -7.9577 -4.8008 -0.5544 -0.070
C -7.7102 -3.4415 -0.3114 -0.079
C -6.4637 -3.0033 0.0540 -0.020
H -4.9975 -7.8816 -0.2622 0.086
H -3.3475 -7.4490 -0.7128 0.090
H -3.7625 -7.7054 0.9852 0.090
H -7.1433 -6.7802 -0.6207 0.107
H -8.9477 -5.1155 -0.8399 0.110
H -8.5154 -2.7327 -0.4160 0.106
H -6.2602 -1.9632 0.2359 0.098
```

=====

No. 3
Molecular formula: C6H4N2S
Method: DFT, ωB97M-V/def2-TZVPD

Summary:
* ΔE to the lowest compared entry with this formula, charge and spin: 7.572 eV
* molar mass: 136.18 g mol⁻¹
* E_HOMO (spin up / spin down): -7.44 / -7.42 eV

```
13
Properties=species:S:1:pos:R:3:lowdin_charge:R:1
C -1.1756 0.1575 1.3803 0.043
N 0.0636 0.1676 0.3020 -0.065
C 0.9488 -0.8526 0.5162 -0.111
N 1.5413 -1.5496 -0.4733 0.119
C 1.3341 -1.0341 -1.6042 -0.112
C 0.8480 -0.1753 -2.4069 -0.059
C 0.7223 1.1317 -1.9148 -0.329
S -1.0959 1.8884 -1.4968 0.872
C 0.0704 1.0561 -0.6315 -0.709
H -0.8165 0.4242 2.4192 0.090
H -1.9337 0.8425 0.8965 0.063
H -1.6031 -0.9158 1.5516 0.113
H 1.0965 -1.1406 1.4617 0.085
```

=====

No. 4
Molecular formula: C16H34N3O4
Method: DFT, ωB97M-V/def2-TZVPD

Summary:
* ΔE to the lowest compared entry with this formula, charge and spin: 3.489 eV
* molar mass: 332.46 g mol⁻¹
* charge: +1
* E_HOMO: -11.43 eV

```
57
Properties=species:S:1:pos:R:3:lowdin_charge:R:1
C -4.7977 1.7456 4.5394 -0.107
C -4.5585 3.0317 3.7354 -0.260
C -5.3565 3.1448 2.4376 -0.186
C -4.8303 2.3363 1.2241 -0.175
N -3.9647 1.1858 1.5676 0.012
C -2.9066 0.9799 0.6048 -0.349
C -2.0275 -0.2144 0.9786 -0.160
O -2.7896 -1.3517 1.3411 -0.111
N -2.8625 -1.4622 2.7839 -0.001
O -3.9185 -1.7874 3.1173 0.101
O -2.0548 2.1105 0.4322 0.012
C -1.4739 2.6044 1.5442 -0.340
O -0.5954 3.4225 1.4698 0.089
H -4.6185 1.9522 5.5982 0.070
H -4.1121 0.9477 4.2602 0.040
H -5.8358 1.4183 4.4622 0.075
H -3.4918 3.2012 3.5687 0.087
H -4.8841 3.8604 4.3726 0.105
H -6.3991 2.8743 2.6176 0.105
H -5.3527 4.1960 2.1364 0.107
H -5.7092 1.9611 0.6879 0.117
H -4.3285 3.0118 0.5328 0.114
H -4.5459 0.3565 1.5154 0.116
H -3.3071 0.7767 -0.3984 0.163
H -1.3332 0.0264 1.7915 0.124
H -1.4403 -0.4823 0.0970 0.115
H -1.8502 2.2194 2.4986 0.141
C 1.2539 1.0711 -0.7556 -0.078
C 2.6242 0.5314 -0.3377 -0.210
C 3.5517 0.1105 -1.4721 -0.113
N 3.4050 -1.3058 -2.0155 -0.264
C 4.2858 -2.2276 -1.2030 -0.103
C 4.3784 -3.6292 -1.7791 -0.159
C 4.8266 -3.6102 -3.2383 -0.173
C 3.9674 -2.6638 -4.0720 -0.160
C 3.8982 -1.2840 -3.4451 -0.110
C 1.9916 -1.7705 -1.9758 0.023
H 0.5436 0.2847 -1.0073 0.047
H 0.8133 1.6453 0.0583 0.065
H 1.3393 1.7366 -1.6157 0.092
H 2.5217 -0.2636 0.4054 0.112
H 3.1462 1.3430 0.1718 0.126
H 4.5852 0.1765 -1.1376 0.131
H 3.4404 0.7862 -2.3194 0.134
H 5.2726 -1.7662 -1.1832 0.140
H 3.8798 -2.2304 -0.1919 0.141
H 5.0947 -4.1904 -1.1786 0.130
H 3.4272 -4.1556 -1.6754 0.118
H 4.7864 -4.6159 -3.6540 0.123
H 5.8717 -3.2906 -3.2923 0.125
H 2.9667 -3.0765 -4.2136 0.117
H 4.3881 -2.5577 -5.0722 0.130
H 3.2270 -0.6264 -3.9954 0.140
H 4.8888 -0.8281 -3.4140 0.147
H 1.3913 -1.1043 -2.5885 0.119
H 1.6480 -1.7777 -0.9467 0.109
H 1.9300 -2.7766 -2.3722 0.098
```

=====

No. 5
Molecular formula: C15H14N3O2
Method: DFT, ωB97M-V/def2-TZVPD

Summary:
* ΔE to the lowest compared entry with this formula, charge and spin: 0.000 eV
* molar mass: 268.30 g mol⁻¹
* charge: -1
* E_HOMO: -2.32 eV

```
34
Properties=species:S:1:pos:R:3:lowdin_charge:R:1
N -2.7238 0.4213 3.5303 0.191
C -1.5601 0.2755 3.5436 -0.191
C -0.1748 -0.0005 3.5680 -0.065
C 0.7774 0.9548 3.7057 -0.079
C 2.1565 0.6436 3.7755 -0.216
N 3.3119 0.4441 3.8452 0.154
H 0.1007 -1.0587 3.4994 0.134
H 0.5205 2.0154 3.7809 0.126
C -5.2018 -0.8039 1.3861 -0.099
C -3.9426 -1.4566 0.8778 -0.257
O -3.2302 -0.4583 0.1111 -0.072
C -2.0396 -0.8527 -0.4034 -0.542
C -1.2908 0.3212 -0.9102 -0.173
N -0.0884 0.1549 -1.3277 -0.002
C 0.8569 0.9983 -1.5858 -0.207
C 2.1254 0.6316 -2.1812 -0.235
C 3.2124 1.5257 -2.0556 -0.085
C 4.4451 1.2302 -2.6110 -0.132
C 4.6088 0.0342 -3.3258 -0.148
C 3.5433 -0.8679 -3.4641 -0.120
C 2.3080 -0.5849 -2.8768 -0.050
O -1.6458 -2.0063 -0.4069 0.021
H -5.7321 -1.4613 2.0722 0.066
H -4.9687 0.1207 1.9206 0.056
H -5.8870 -0.5786 0.5637 0.071
H -3.2912 -1.7741 1.7048 0.105
H -4.1504 -2.3117 0.2178 0.118
H -1.8474 1.2677 -0.8998 0.089
H 0.7503 2.0631 -1.3007 0.093
H 3.0529 2.4512 -1.4957 0.095
H 5.2741 1.9298 -2.4911 0.087
H 5.5728 -0.1887 -3.7786 0.076
H 3.6797 -1.7896 -4.0323 0.087
H 1.4778 -1.2894 -2.9561 0.104
```

=====

No. 6
Molecular formula: C5H13N3P
Method: DFT, ωB97M-V/def2-TZVPD

Summary:
* ΔE to the lowest compared entry with this formula, charge and spin: 1.308 eV
* molar mass: 146.15 g mol⁻¹
* charge: +1
* E_HOMO: -11.83 eV

```
22
Properties=species:S:1:pos:R:3:lowdin_charge:R:1
C -2.4546 -1.6242 1.4333 -0.333
P -1.2444 -0.1843 1.7800 0.835
C 0.4656 -0.9554 2.1418 -0.328
N -1.2020 1.0180 0.4648 -0.195
C -0.2441 1.1386 -0.5116 -0.186
N 1.1637 1.6740 -0.3499 0.042
C 2.1222 1.1989 -1.4200 -0.118
C 1.0565 0.5005 -2.4932 -0.142
N -0.3472 0.8299 -2.0136 0.059
H -3.5319 -1.2689 1.0904 0.068
H -2.5075 -2.2630 2.4399 0.076
H -1.9487 -2.3469 0.6397 0.050
H 0.8907 -1.5353 1.1975 0.057
H 1.1918 -0.1354 2.5541 0.055
H 0.2851 -1.7817 2.9844 0.085
H -1.9741 1.7492 0.4604 0.149
H 1.4552 1.1917 0.5346 0.111
H 2.7534 0.3595 -0.8955 0.141
H 2.6709 2.1784 -1.7673 0.149
H 1.3734 0.8066 -3.5831 0.142
H 1.1027 -0.6657 -2.4040 0.131
H -1.0768 0.1156 -2.2826 0.153
```

=====

No. 7
Molecular formula: C7H12
Method: DFT, ωB97M-V/def2-TZVPD

Summary:
* ΔE to the lowest compared entry with this formula, charge and spin: 1.256 eV
* molar mass: 96.17 g mol⁻¹
* E_HOMO: -9.76 eV

```
19
Properties=species:S:1:pos:R:3:lowdin_charge:R:1
C -2.5274 0.3070 0.0998 -0.085
C -1.2314 -0.4783 -0.0078 -0.345
C -0.2234 -0.0047 -1.0909 -0.081
C 0.8729 -0.0140 -0.0243 -0.436
C 2.2074 -0.6706 -0.1885 -0.091
C 2.1156 0.8094 0.0785 -0.090
C -0.1553 -0.2366 1.0842 -0.082
H -3.1535 0.1560 -0.7877 0.075
H -2.3197 1.3815 0.1827 0.078
H -3.1107 0.0095 0.9791 0.075
H -1.4464 -1.5481 -0.1107 0.134
H -0.0716 -0.6881 -1.9337 0.110
H -0.4593 0.9921 -1.4831 0.113
H 2.4743 -0.9772 -1.1982 0.100
H 2.5897 -1.3210 0.5944 0.099
H 2.3672 1.5089 -0.7148 0.100
H 2.3858 1.1469 1.0773 0.101
H -0.3465 0.6814 1.6551 0.114
H 0.0323 -1.0541 1.7888 0.111
```